1.
A structure of composition C30H52Cl5N2O4P2Si4Ta in a non-equilibrium geometry. Source: the OMol25 dataset; level of theory: ωB97M-V with the def2-TZVPD basis set.

Element x y z (Å)
Ta: 0.162 0.139 -0.166
O: -1.165 1.641 -2.134
C: -0.453 2.722 -2.816
O: -0.243 -0.405 -3.251
C: 0.747 -1.034 -4.083
H: 0.309 2.282 -3.464
H: 0.014 3.344 -2.054
H: -1.163 3.323 -3.402
H: 0.388 -1.161 -5.115
H: 0.970 -2.018 -3.663
H: 1.654 -0.418 -4.094
C: -2.051 1.090 -3.128
C: -1.270 0.202 -4.049
H: -2.549 1.872 -3.719
H: -2.849 0.528 -2.632
H: -0.841 0.792 -4.865
H: -1.922 -0.572 -4.466
Cl: 0.478 -1.945 -1.169
Cl: 1.674 0.928 -1.701
N: 0.156 -1.910 1.640
P: -2.508 -0.383 0.062
P: 3.070 -0.055 0.605
C: 3.186 -1.314 1.865
C: 3.006 1.657 1.148
C: -2.798 -1.448 1.488
C: -3.025 1.319 0.330
Si: -1.703 2.693 0.461
H: -3.595 1.307 1.279
H: -3.728 1.585 -0.475
C: -2.015 3.453 2.156
C: -2.144 4.178 -0.614
Si: 1.492 2.794 0.714
H: 3.922 2.148 0.791
H: 3.070 1.624 2.253
C: 2.128 4.072 -0.512
C: 1.327 3.784 2.307
Si: 1.649 -2.430 2.225
H: 3.482 -0.786 2.794
H: 4.023 -1.977 1.571
C: 1.755 -2.580 4.100
C: 2.057 -4.163 1.602
Si: -1.343 -2.650 1.819
H: -3.707 -2.045 1.270
H: -2.987 -0.809 2.367
C: 4.307 -0.341 -0.675
C: 5.241 0.658 -1.029
H: 5.420 1.486 -0.344
C: 5.894 0.570 -2.249
H: 6.591 1.369 -2.533
C: 5.684 -0.508 -3.103
H: 6.204 -0.562 -4.068
C: 4.819 -1.539 -2.715
H: 4.675 -2.407 -3.366
C: 4.142 -1.469 -1.506
H: 3.464 -2.270 -1.199
C: -3.614 -1.133 -1.183
C: -3.066 -1.990 -2.149
H: -1.990 -2.193 -2.130
C: -3.892 -2.554 -3.118
H: -3.457 -3.213 -3.875
C: -5.266 -2.279 -3.117
H: -5.906 -2.724 -3.877
C: -5.813 -1.436 -2.140
H: -6.879 -1.224 -2.133
C: -4.998 -0.864 -1.168
H: -5.412 -0.210 -0.397
H: 1.799 -4.284 0.544
H: 1.512 -4.914 2.192
H: 3.135 -4.334 1.740
H: 2.072 -1.632 4.544
H: 2.516 -3.343 4.324
H: 0.810 -2.887 4.554
C: -1.581 -4.129 0.680
C: -1.649 -3.219 3.584
H: -1.383 -3.885 -0.370
H: -2.620 -4.476 0.768
H: -0.911 -4.948 0.977
H: -1.598 -2.369 4.276
H: -0.934 -3.987 3.902
H: -2.661 -3.644 3.620
H: -2.663 3.894 -1.536
H: -1.257 4.775 -0.871
H: -2.815 4.820 -0.029
H: -2.043 2.684 2.934
H: -3.004 3.929 2.090
H: -1.279 4.216 2.421
H: 3.221 4.129 -0.406
H: 1.702 5.050 -0.246
H: 1.898 3.854 -1.558
H: 0.803 3.215 3.080
H: 0.797 4.726 2.125
H: 2.334 4.011 2.683
N: -0.063 2.201 0.194
Cl: -0.160 -0.281 5.761
C: 0.399 0.968 4.616
Cl: -0.264 2.527 5.197
Cl: 2.185 1.059 4.634
C: -0.221 0.643 3.135
O: -1.444 0.529 3.148
O: 0.558 0.563 2.095

Cartesian forces, eV/Å:
1.948 -0.833 3.675
-1.045 1.079 -1.481
0.038 -0.371 0.563
-0.725 -0.013 -2.066
-0.198 0.008 0.063
-0.090 0.198 0.010
-0.061 -0.240 -0.154
0.144 -0.199 0.246
0.004 0.045 0.268
0.061 0.215 -0.115
-0.088 -0.143 -0.008
-0.527 -0.191 0.571
0.694 -0.501 0.237
0.126 0.027 0.273
0.392 0.177 0.099
0.136 -0.116 -0.051
-0.020 0.063 -0.167
0.056 -0.801 -0.603
1.029 0.629 -1.280
-0.182 1.407 -0.829
0.996 -0.278 0.087
-3.171 -0.797 -0.450
0.782 0.067 0.517
0.667 0.072 0.523
-0.691 -0.080 0.156
-0.897 0.247 0.244
0.245 1.266 0.724
0.191 0.250 -0.360
0.177 0.027 0.194
-0.098 -0.437 0.019
-0.272 -0.103 -0.281
0.060 1.188 0.642
-0.316 0.192 0.166
-0.085 0.121 -0.521
0.129 -0.056 -0.108
0.087 -0.211 -0.124
-0.477 -0.191 0.331
-0.106 -0.474 -0.224
-0.251 0.247 0.249
0.262 -0.085 -0.074
0.342 0.133 -0.097
0.547 -0.059 0.359
0.366 0.321 0.144
0.235 -0.365 -0.297
0.273 0.407 -0.497
-0.812 -0.685 0.126
-0.028 -0.084 -0.367
0.623 0.381 -0.123
-0.277 -0.406 0.084
-0.154 -0.238 -0.034
-0.254 0.062 0.449
0.272 -0.115 -0.110
0.054 0.328 0.234
0.018 0.328 0.311
0.088 0.322 -0.191
0.046 -0.065 -0.445
-0.189 0.161 0.261
-0.361 0.086 -0.107
-0.266 -0.074 -0.009
-0.213 0.210 0.253
0.300 0.160 0.215
0.119 0.120 0.178
0.185 -0.175 -0.105
0.152 -0.070 -0.037
0.623 -0.127 -0.088
0.047 -0.177 -0.274
0.078 -0.040 0.141
0.091 0.158 -0.155
-0.184 -0.219 -0.078
-0.084 -0.242 0.078
-0.102 0.167 0.111
0.177 0.040 -0.027
-0.347 -0.010 0.009
-0.309 -0.092 -0.118
-0.028 -0.065 0.206
0.150 -0.135 -0.100
-0.131 0.168 -0.073
-0.001 -0.178 -0.133
-0.175 0.076 -0.046
0.121 -0.029 0.204
0.113 0.173 0.002
-0.198 -0.168 0.059
0.086 -0.085 -0.193
-0.010 0.312 -0.042
0.149 -0.065 0.134
-0.154 -0.046 -0.024
-0.206 0.153 -0.101
0.115 -0.194 -0.132
0.160 0.051 0.158
0.137 0.308 -0.201
0.108 -0.150 0.114
-0.163 0.063 -0.035
-0.187 -1.943 -0.101
0.218 0.247 -0.388
-0.130 -0.220 -0.718
0.126 -0.355 -0.136
-0.448 0.003 0.046
-0.351 -0.136 -0.922
1.153 0.122 -0.085
-0.432 0.547 1.752

Properties
multiplicity = 1
energy relative to the best compared isomer or geometry (same formula, charge and spin) = 0.432 eV



2.
A cluster of 3 separate species, C30H53Cl2F3N2O13S in total in a non-equilibrium geometry. Source: the OMol25 dataset; level of theory: ωB97M-V with the def2-TZVPD basis set.

Element x y z (Å)
C: -0.771 -1.296 3.898
C: -1.396 0.012 3.302
O: -1.551 0.051 1.897
C: -0.885 0.938 1.078
C: -1.043 2.468 1.310
C: -1.824 3.000 2.526
C: -1.005 3.436 3.764
F: 0.298 3.814 3.488
C: -1.155 0.466 -0.416
N: -0.407 1.296 -1.375
N: -2.539 0.685 -0.887
C: -2.680 1.660 -1.936
O: -2.888 2.770 -1.705
F: -2.678 1.316 -3.216
C: -3.654 0.837 -0.026
O: -4.559 0.130 -0.092
F: -3.833 1.883 0.809
C: -0.773 -1.085 -0.672
C: -0.630 -1.362 -2.243
C: -1.935 -1.487 -3.083
C: -2.270 -2.954 -3.568
C: -3.791 -3.178 -3.757
C: -4.557 -3.460 -2.412
C: -5.651 -2.366 -2.285
O: -6.510 -2.687 -1.164
C: -7.209 -1.542 -0.820
C: -7.418 -1.240 0.658
O: -7.642 -0.829 -1.652
C: -1.920 -2.081 -0.317
C: -2.159 -2.632 1.088
O: -1.590 -3.439 1.682
Cl: -3.691 -2.049 1.933
C: 0.651 -1.502 -0.118
C: 0.853 -3.050 0.062
Cl: 2.074 -1.104 -1.248
O: 1.045 -0.974 1.148
S: 0.942 0.624 1.309
O: 1.764 1.440 0.456
O: 1.377 0.943 2.657
H: -0.188 -1.872 3.171
H: -0.224 -1.054 4.819
H: -1.607 -1.950 4.211
H: -0.850 0.840 3.778
H: -2.401 0.067 3.764
H: -0.055 2.965 1.294
H: -1.548 2.869 0.411
H: -2.612 2.311 2.878
H: -2.383 3.892 2.194
H: -1.029 2.689 4.577
H: -1.509 4.326 4.187
H: 0.515 0.916 -1.578
H: -0.234 2.239 -1.037
H: -0.121 -2.339 -2.325
H: 0.007 -0.646 -2.766
H: -2.857 -1.086 -2.643
H: -1.803 -0.928 -4.025
H: -1.818 -3.064 -4.572
H: -1.820 -3.734 -2.930
H: -3.900 -4.102 -4.355
H: -4.274 -2.371 -4.332
H: -3.882 -3.468 -1.543
H: -5.055 -4.443 -2.445
H: -5.150 -1.392 -2.174
H: -6.238 -2.403 -3.217
H: -6.951 -2.006 1.294
H: -7.004 -0.253 0.904
H: -8.504 -1.187 0.838
H: -2.911 -1.755 -0.667
H: -1.743 -2.995 -0.913
H: 1.878 -3.348 -0.208
H: 0.793 -3.278 1.137
H: 0.187 -3.659 -0.556
C: 6.941 0.654 3.293
O: 5.640 0.617 3.854
C: 4.640 0.227 2.920
C: 4.346 -1.266 2.967
O: 5.476 -2.060 2.628
C: 6.225 -2.478 3.757
H: 7.662 0.577 4.108
H: 7.118 -0.167 2.596
H: 7.097 1.605 2.772
H: 4.923 0.541 1.910
H: 3.727 0.761 3.189
H: 3.570 -1.487 2.229
H: 3.961 -1.556 3.951
H: 5.771 -3.371 4.197
H: 6.295 -1.702 4.522
H: 7.233 -2.723 3.420
C: 5.439 2.557 -4.179
O: 5.339 3.925 -3.816
C: 4.060 4.480 -4.082
C: 3.134 4.432 -2.875
O: 2.859 3.106 -2.450
C: 3.731 2.652 -1.420
H: 6.263 2.119 -3.616
H: 4.529 1.998 -3.954
H: 5.655 2.470 -5.250
H: 3.603 3.984 -4.945
H: 4.220 5.529 -4.348
H: 2.177 4.881 -3.156
H: 3.544 5.019 -2.045
H: 3.370 3.000 -0.451
H: 4.759 2.992 -1.561
H: 3.721 1.563 -1.429

Cartesian forces, eV/Å:
-1.079 -0.042 -0.336
-0.134 -0.295 2.777
-0.327 -0.109 -0.550
0.834 -0.409 -0.209
-0.078 0.555 -0.594
-0.218 0.191 0.376
-0.922 0.384 0.530
-0.181 -0.269 -0.178
1.018 0.209 -0.843
0.395 -0.436 0.265
-0.160 0.455 0.302
0.995 -1.113 -0.450
-0.905 3.573 1.040
0.228 -1.545 0.261
0.335 1.091 0.369
-2.741 -2.704 -0.475
1.614 0.329 -0.279
0.257 0.380 -1.191
-0.734 -0.129 -0.250
-0.389 -0.968 -0.708
-0.166 0.899 -0.618
0.358 -1.419 0.673
-0.650 0.754 -0.568
0.612 -1.644 -0.426
0.596 1.515 0.581
0.133 -0.995 1.432
0.031 -0.799 0.075
-0.549 1.342 -1.464
-0.450 -0.665 0.432
-1.701 1.954 -0.459
1.825 -1.868 0.804
0.029 0.052 -0.539
0.935 -1.835 -0.223
0.458 0.174 0.415
-0.521 0.548 -0.001
-0.571 0.882 -0.427
2.307 2.655 2.521
-0.824 -1.150 -1.666
-1.710 -1.661 -0.040
0.180 0.378 0.383
0.173 -0.045 -0.539
0.412 0.128 -0.244
0.037 -0.048 -1.091
0.223 0.084 -0.654
-0.328 -0.400 0.112
0.080 -0.268 0.448
0.431 0.156 -0.236
0.334 -0.388 -0.096
0.455 0.098 -0.477
0.252 -0.319 -0.155
-0.112 0.070 0.028
-0.114 -0.118 0.091
-0.117 0.455 0.080
-0.076 -0.090 0.532
0.547 0.018 0.196
-0.015 0.024 0.563
0.056 -0.137 0.509
-0.292 0.233 -0.102
0.000 0.508 -0.001
0.332 -0.110 0.266
-0.256 0.075 -0.262
0.239 0.351 0.015
-0.518 -0.152 0.105
0.132 0.334 0.368
-0.236 0.297 -0.151
0.012 -0.330 -0.300
0.394 -0.119 -0.026
0.632 0.467 0.126
0.078 0.341 0.384
-0.386 0.424 -0.045
-0.555 -0.064 -0.528
-0.004 0.218 0.405
-0.012 0.163 0.058
0.089 -0.257 -0.150
-0.103 0.060 0.307
0.123 0.036 -0.251
0.036 0.158 0.138
-0.031 -0.128 -0.041
-0.042 0.059 0.014
-0.057 -0.015 0.002
0.054 -0.022 -0.038
0.010 -0.107 -0.028
0.006 -0.004 -0.045
-0.029 0.023 0.005
0.035 0.079 0.032
0.026 -0.014 0.066
-0.041 0.026 -0.053
-0.047 -0.040 -0.038
0.130 0.037 -0.105
-0.218 -0.133 0.077
0.170 0.158 0.164
-0.136 -0.174 -0.131
0.170 0.006 -0.067
0.037 0.047 0.106
0.024 0.063 -0.031
-0.027 0.055 0.025
-0.018 -0.059 -0.004
-0.060 -0.042 0.061
-0.030 -0.004 -0.017
0.007 0.036 -0.021
0.089 -0.017 -0.040
0.060 -0.036 0.034
-0.055 0.051 -0.133
-0.101 0.031 0.046

Properties
multiplicity = 1
total energy = -105594.31484 eV



> multiplicity of number 1 (C30H52Cl5N2O4P2Si4Ta)?

1